1.
80
Properties=species:S:1:pos:R:3:forces:R:3 method="wB97M-V/def2-TZVPD" charge=-1 homo_energy_ev=-1.537
H -2.26962 0.83500 -3.61112 -0.047 -0.030 0.023
H 1.66391 4.37817 1.34202 -0.097 0.005 0.106
H -1.11980 -5.65666 -0.73857 -0.131 0.282 0.009
H 1.23531 -0.15336 -6.84301 -0.095 -0.064 -0.303
H 0.49087 -5.00117 2.11037 0.067 0.371 -0.366
C 1.67562 0.14819 -2.54544 -0.017 -0.772 -0.960
C 0.64074 0.40582 -4.83926 -0.280 0.601 0.151
H 1.33144 -2.54097 -4.62308 0.164 0.324 0.014
C -0.13492 3.45811 -2.01003 0.498 -0.125 0.216
C 1.40025 1.05010 5.46845 -0.054 0.281 0.073
Cl -2.10805 -2.93432 2.75249 -0.701 -2.018 0.725
Sn -1.14679 -0.81587 2.02950 -0.648 -0.382 0.522
H 1.15775 -3.36111 2.25858 0.010 -0.214 -0.274
O 0.60822 -0.79270 -2.65393 -0.401 -0.193 0.865
H -0.31461 -0.81477 -6.29323 -0.131 -0.154 -0.480
H -0.70088 1.44018 -2.59690 0.324 0.251 0.143
H 2.59762 -0.26757 -2.12785 -0.103 0.149 0.229
H -1.88452 2.69630 2.07806 0.385 0.369 -0.138
H 0.89953 -4.22993 -2.45147 0.206 0.212 0.185
H 2.71318 -2.01750 -3.62788 -0.183 -0.032 -0.271
H 1.77334 1.54197 6.37607 -0.034 -0.109 -0.076
Cl 1.13836 -0.97355 2.89351 2.057 -0.016 1.002
H 2.18309 -3.26950 -1.65213 -0.247 -0.186 -0.031
H 0.74254 5.35735 -1.39589 0.003 -0.316 -0.090
C 2.01231 -1.69654 -4.41552 0.310 -0.046 0.091
H -1.57010 -1.57859 5.12606 0.512 0.533 0.112
H 1.92254 1.48741 4.60399 -0.136 -0.322 0.180
H 0.42767 -2.09887 6.57132 -0.042 0.269 0.192
O -0.46418 1.02689 0.93946 2.222 2.482 -0.038
C 2.21172 3.76551 -1.49779 -0.291 0.136 0.095
C 0.33813 0.06584 -6.23416 -0.029 -0.347 -0.471
N -0.92502 -0.88977 5.53567 -0.171 -0.748 0.214
H 2.08455 3.33826 2.72079 -0.131 0.132 -0.036
C 2.44032 2.42272 -1.78110 -0.265 -0.638 -0.315
C -3.06685 0.84817 -2.85858 0.399 -0.223 -0.101
H -3.12526 1.83890 -2.40806 -0.020 -0.023 -0.072
H 0.86961 4.63828 2.92145 0.149 -0.114 -0.022
C 1.08847 -4.23039 1.59129 0.383 -0.185 -0.185
N 0.19699 2.95105 1.90184 -0.022 0.794 0.258
C -1.16398 3.46043 1.74621 -0.172 -0.026 -0.094
H 2.05092 -5.02344 -1.35965 -0.165 0.212 0.037
H -1.37008 3.72400 0.69322 0.123 -0.060 0.329
C 1.39159 1.55548 -2.20031 0.233 0.494 0.630
H -2.50626 1.31926 -0.38813 -0.072 -0.211 -0.061
H 1.50974 1.39993 1.42529 -0.206 0.150 0.018
H 0.45429 1.42355 -4.52610 0.051 -0.031 -0.083
C 1.47430 -4.09833 -1.52357 0.401 -0.142 -0.631
H -1.92765 -2.00779 -2.32618 -0.335 0.321 0.110
C -0.93346 0.31858 4.98204 -2.463 0.875 -1.558
H -0.30414 2.20664 4.99422 0.121 -0.840 0.089
C 1.26683 3.88430 2.23764 -0.035 -0.257 -0.149
H -1.13559 3.87557 -2.13102 0.156 -0.136 0.074
H -3.43451 -1.57356 -3.16601 0.035 -0.090 0.218
H 2.58876 -1.46731 -5.32389 -0.197 -0.105 0.209
C -2.65351 0.24216 -0.54568 -0.584 -1.652 1.383
H 0.30855 -0.40053 7.15635 -0.240 -0.348 -0.008
H -1.26473 4.35025 2.37466 -0.041 -0.125 -0.119
C -2.92288 -1.54661 -2.19855 0.262 -0.102 -0.021
C 0.47201 1.75542 1.39494 -1.556 -1.542 -1.035
H -3.49248 -2.11098 -1.44959 0.143 0.238 -0.108
S -2.17458 0.66456 3.77325 0.535 1.206 3.610
H 3.04625 4.40765 -1.18173 -0.379 -0.292 -0.167
Cl -0.11403 -1.53144 -0.05940 1.896 -3.405 -2.353
C 0.91623 4.29864 -1.60497 0.121 -0.296 -0.122
C -1.28000 -4.72822 -0.16091 -0.031 -0.181 -0.381
H 3.45191 2.00653 -1.69453 -0.373 0.194 -0.020
N -2.80192 -0.14000 -1.81486 -0.269 0.165 0.009
C -0.25261 -1.25797 6.76972 0.092 -0.121 -0.312
H -4.00943 0.60817 -3.36423 0.034 0.096 0.213
C 0.09779 2.10449 -2.27340 0.228 0.182 -0.039
H -2.08023 -4.14311 -0.62944 0.146 -0.190 0.029
Si 0.35972 -3.81444 -0.10234 -1.145 1.249 1.827
C 1.25050 -0.48036 -3.93559 0.695 1.436 0.496
H -0.99765 -1.57379 7.50587 0.099 0.046 0.044
H 1.62792 -0.01936 5.51491 -0.076 0.398 -0.215
H -0.18544 0.90289 -6.70857 0.026 -0.145 -0.117
N -0.05286 1.28147 5.35521 0.709 0.660 0.166
H 2.09737 -4.64913 1.44650 -0.118 0.197 0.122
O -2.70556 -0.56774 0.43889 -1.260 1.872 -2.914
H -1.61454 -5.02694 0.84380 0.198 0.374 -0.286



2.
85
Properties=species:S:1:pos:R:3:forces:R:3 method="wB97M-V/def2-TZVPD" smiles="NP(O)[Si@H](CCC(=O)O)CC(N)(N)N.CC#N.CC#N.CC#N.CC#N.CC#N.CC#N.CC#N.CC#N.CC#N" charge=0 homo_energy_ev=-7.685
O -1.73502 0.14435 0.76289 -0.275 -0.349 0.380
H -2.33673 5.09910 0.78660 0.057 0.064 0.004
H 2.16786 1.80294 -4.29767 0.009 0.056 0.003
N 2.81357 -0.47134 -2.65761 -0.177 -0.013 -0.179
C 1.94975 8.23868 -1.98547 0.189 0.098 -0.196
H -7.82433 2.61440 0.23690 0.059 0.023 0.061
H 0.03227 -3.73079 -0.89475 -0.029 -0.018 -0.300
C 3.93150 -0.58255 -2.42833 0.099 0.026 0.104
H -0.06257 -4.91139 0.40669 -0.167 -0.266 0.041
H -3.57615 -7.66926 5.51669 0.025 -0.030 -0.070
H 0.78416 1.23506 -5.22139 -0.042 0.068 -0.047
H -2.57240 -3.65310 4.18753 -0.392 -0.150 0.072
C 0.95844 7.77950 -1.02581 0.032 0.054 -0.043
H 5.84785 -1.27137 -2.92996 -0.030 0.080 0.050
H 3.08138 -4.37737 1.77757 0.204 -0.055 0.097
N 1.99714 3.64997 -6.85547 0.026 0.130 -0.076
H -3.21777 3.71129 -2.33824 -0.074 0.015 -0.056
H -2.41690 3.75939 1.92904 0.076 -0.005 0.059
N 0.51140 0.00507 2.22269 -0.613 -0.047 -0.230
H -1.71614 0.79193 0.05720 0.049 0.278 -0.194
H 2.21232 -5.84193 0.13903 -0.136 -0.175 -0.066
N 2.43752 -4.97679 -0.33324 0.335 0.313 0.315
C 0.53729 3.45697 0.04444 0.099 0.054 0.004
H -7.11374 2.30045 -1.35000 0.084 0.019 -0.010
H 5.07505 -4.93958 -5.73712 0.082 0.016 -0.005
O -0.75253 -1.19085 4.92715 -0.278 -0.828 -0.143
H 0.96966 4.32299 1.90362 -0.073 0.004 0.010
P -0.24261 -0.60011 0.80104 0.735 0.592 -0.917
N 6.87167 -2.76610 -4.33083 0.061 0.037 0.003
N 0.17558 7.42259 -0.26810 -0.091 -0.128 0.062
H 5.82004 0.24230 -2.01284 -0.079 0.053 -0.034
H 2.38586 3.80875 0.99131 -0.046 -0.139 -0.127
H -0.17260 0.18257 2.95122 0.124 -0.287 0.353
H 0.08673 -2.91434 3.53703 0.180 0.117 0.222
H -2.18428 -2.89163 0.74870 0.025 0.024 -0.136
C -2.42047 4.84505 1.84145 -0.218 -0.107 -0.177
H -2.28584 2.26388 -1.98618 0.017 -0.066 -0.103
H 2.31725 9.22600 -1.71322 -0.044 0.012 0.071
H 1.50003 5.26185 0.52220 -0.151 0.015 -0.059
C -2.82218 -6.90116 5.67643 -0.186 0.004 0.213
H 4.04782 -3.52166 -5.51240 0.038 0.072 0.007
C 1.39300 4.24940 0.90592 0.411 0.156 0.243
H 4.33454 -4.62588 -4.16583 0.054 0.028 0.060
H -3.38250 5.20778 2.19411 0.024 0.066 0.057
C 4.79140 -4.15751 -5.03578 -0.253 -0.160 -0.073
N -5.17507 4.31274 0.10300 0.069 0.066 0.067
H -2.33392 -7.09416 6.62953 0.076 -0.006 -0.024
C 5.34539 -0.73028 -2.12859 0.316 -0.047 0.045
H 3.27364 -2.73763 -0.35852 0.210 0.073 -0.071
C -1.98303 -1.76428 4.78929 -1.403 0.698 1.047
H -8.04758 3.77309 -1.07647 0.046 0.070 0.002
C -3.29482 2.66839 -2.03819 0.291 0.053 0.131
H 0.88573 0.91058 1.97442 0.326 0.076 0.022
C 0.26514 -3.91081 0.14999 0.006 0.657 0.595
C 1.91752 2.73409 -6.17062 -0.027 -0.077 0.043
H -0.77446 -4.33576 3.02194 0.178 -0.330 0.035
C -2.10612 -2.80531 3.70692 1.014 0.496 0.012
C -6.13253 3.77002 -0.21822 -0.083 0.013 0.034
H 2.10458 -5.02333 -1.28219 -0.131 -0.134 -0.223
H 5.48837 -1.28542 -1.20264 -0.109 -0.013 0.023
C -7.34432 3.07784 -0.62264 -0.240 -0.175 -0.126
C -0.79848 -3.25334 3.02208 -0.482 0.029 -0.536
N -1.08519 -6.90626 3.74066 0.069 0.014 -0.122
H 2.79658 7.55599 -2.01928 -0.024 -0.053 0.048
N -4.77141 1.33194 -3.71043 -0.132 -0.060 -0.040
N 2.12663 -4.04818 1.75783 -0.137 -0.109 0.137
C -1.85073 -6.90447 4.59385 -0.049 0.006 0.052
H -0.67918 -0.96452 5.85807 -0.059 0.629 0.230
H -2.79727 -2.38137 2.98761 -0.429 -0.060 -0.097
H -3.72697 2.64009 -1.04322 -0.054 -0.020 0.050
Si -0.77461 -2.74081 1.20026 -0.390 -0.294 0.735
H 1.80931 -2.35781 -0.99311 0.131 0.377 -0.180
O -2.92307 -1.43438 5.50549 1.593 -0.632 -0.912
N 2.29848 -2.59328 -0.14078 -0.515 -0.280 0.148
C 1.77327 -3.85486 0.36645 0.510 -0.433 -0.556
H 1.51877 8.29646 -2.98291 -0.073 -0.032 0.014
H 2.12349 -3.15189 2.22459 -0.087 0.175 0.107
C -4.11944 1.91929 -2.97171 0.058 0.053 0.003
H -3.32490 -5.93773 5.73980 0.034 0.037 -0.056
H 2.41228 0.74755 -5.68222 0.041 0.039 -0.068
N -0.43482 5.89142 3.15505 0.074 0.011 0.163
C 1.81535 1.57310 -5.30068 -0.020 -0.232 0.207
C 5.95361 -3.37841 -4.64264 0.005 -0.074 -0.052
N -0.13845 2.82791 -0.63505 -0.247 -0.165 -0.064
C -1.32255 5.43242 2.59257 -0.093 0.000 -0.073



3.
75
Properties=species:S:1:pos:R:3:forces:R:3 method="wB97M-V/def2-TZVPD" charge=+1 homo_energy_ev=-11.344
H -1.06878 -6.63410 0.77798 -0.572 1.262 1.151
H 3.09481 -1.35056 -2.68590 -1.331 -0.498 -1.242
H -0.57623 -3.68084 1.62512 0.894 -1.183 -0.449
C 0.51820 3.24171 -9.08167 -0.283 -0.008 0.099
H -3.62601 -5.44670 0.86701 1.337 0.610 -0.727
C 2.20233 2.19001 -10.61949 0.049 -0.223 -0.216
C 1.15821 1.94168 -9.54265 0.398 0.623 -0.019
H -0.65677 2.77553 7.16809 0.122 -0.043 -0.046
H 3.43634 -3.86408 -1.84348 -1.641 0.036 0.249
C -1.95677 1.53892 5.05434 -0.330 -0.049 -0.073
C -0.32077 1.75988 6.94586 -0.059 0.037 0.326
O -0.71964 5.16420 7.49892 0.003 -0.224 -0.220
C -0.15608 -4.73209 1.47575 -2.102 -0.986 1.453
H -1.16126 1.58770 4.30303 0.075 0.105 0.125
H 0.02530 3.75486 -9.91103 0.045 0.002 0.081
C 0.51987 -3.75859 -4.01381 1.058 2.908 -0.504
H 0.31541 -1.53871 -1.40596 0.450 -0.847 1.286
H -0.24414 -0.33480 5.45791 -0.118 0.167 0.278
O -0.97078 -0.39581 6.09330 -0.134 -0.471 -0.047
H -2.26345 0.84649 7.06728 0.101 -0.235 -0.072
C -1.45358 -5.70876 1.35199 1.092 -0.201 -0.975
C 2.84739 -3.05977 0.98593 0.050 0.214 0.564
C 1.63810 -0.91130 -4.53346 -0.714 -3.387 1.382
H 3.00940 2.82598 -10.24159 -0.136 0.079 0.016
H -0.73452 -2.38929 -0.14207 1.679 0.599 -0.287
H 3.73949 -3.78017 0.93331 -1.583 0.822 0.040
H -2.75797 5.13056 7.56577 0.207 -0.071 -0.078
O 1.36757 0.12077 0.20822 -2.631 -4.079 2.717
H 0.04659 1.30312 7.86896 -0.104 0.022 -0.052
C 0.33759 -2.01389 -0.36897 -1.308 -0.103 0.904
C -0.10539 -2.93254 -5.17567 3.438 1.764 2.921
H 1.26703 3.91407 -8.65056 0.043 -0.031 -0.148
C -2.62736 -5.07389 0.45440 -0.141 -0.004 0.356
H -1.86883 4.40134 9.77221 -0.074 0.075 -0.048
H 0.55260 -0.51359 -7.43444 -1.082 -0.190 1.208
H -2.98571 7.58251 8.06587 0.087 0.010 -0.017
C 0.75114 -0.86180 0.67425 1.985 2.747 -3.124
P 1.45584 -3.53811 -0.22997 0.996 -0.858 -0.016
C -1.93738 5.68326 8.03208 0.346 0.503 0.435
H -0.96851 -3.32995 -5.82540 1.659 0.724 1.212
C -0.15144 -0.58863 -6.53878 -0.170 -0.341 0.830
H -1.18375 -1.02940 -6.80436 1.759 0.669 0.162
H 2.45526 1.88032 -8.08057 -0.120 -0.081 -0.141
H 0.01305 5.64658 7.90505 -0.163 -0.069 -0.059
O 0.60301 -4.92411 0.24124 1.423 3.527 -0.466
O 1.77083 1.29276 -8.42804 -0.047 -0.286 0.188
H 2.06867 -5.09519 -2.10271 0.395 1.589 0.718
H 0.13606 -4.81848 -3.80037 0.696 1.781 -0.319
H 2.06331 0.12839 -4.72848 -0.882 -1.630 0.124
H -0.33691 0.47747 -6.15901 0.395 -1.554 -0.482
H -2.75590 0.92448 4.62974 0.004 0.061 0.098
C -2.05298 7.15903 7.68476 -0.155 0.088 -0.265
H -2.62878 -3.92996 0.50749 -0.063 -1.519 0.059
H -2.02081 7.30205 6.60127 -0.068 -0.050 0.090
C 1.66800 -3.17033 -3.12743 -0.552 2.119 -1.755
H 3.26493 -2.00627 0.75486 -0.918 -1.625 0.025
C 2.26153 -1.73301 -3.36841 -3.600 -1.924 -2.574
C -1.44356 0.92751 6.34850 0.558 0.398 -0.392
C 0.48040 -1.49368 -5.38530 0.588 -1.249 1.273
H -1.12341 5.97281 10.01992 -0.083 0.103 -0.079
H -2.34204 2.54809 5.22001 0.065 -0.053 -0.057
H 0.49917 -4.98531 2.37943 -0.839 0.230 -1.380
C 2.30216 -3.98549 -1.88830 -1.289 -0.443 -1.603
H -1.21521 7.72557 8.10393 -0.074 -0.075 0.117
Br 0.22186 -1.07726 2.57332 0.293 0.207 -1.344
H 1.75972 2.67168 -11.49493 0.068 -0.013 0.060
H 0.53132 1.81654 6.26005 -0.114 0.056 -0.096
H -0.22177 3.04951 -8.29980 0.007 -0.016 -0.118
H -2.89424 5.83767 9.97327 0.086 -0.014 0.009
H -2.56838 -5.36076 -0.65609 0.073 0.322 1.749
H 0.38684 1.26837 -9.92697 0.118 -0.093 0.190
H 2.66184 1.24880 -10.93298 -0.110 0.064 -0.003
C -1.96425 5.46486 9.53673 -0.132 -0.256 0.114
H 2.42021 -3.00041 2.05583 0.708 -0.277 -1.680
H -1.78806 -6.05742 2.38569 0.370 0.735 -1.434



no.,F_max (eV Å⁻¹),LUMO (eV),electronic energy (Ha)
1,4.55,2.375,-3630.09651
2,1.94,0.301,-2471.17386
3,5.56,-3.306,-4194.50317